Below is a cluster of 3 separate species, C22H15F6N3O3S in total at a distorted geometry, with properties calculated with wB97M-V/def2-TZVPD.

```
50
Properties=species:S:1:pos:R:3:forces:R:3
N -3.2335 -0.1389 1.9923 -0.8703 -0.8744 -6.6493
C -3.3718 -0.2484 0.7880 0.1990 1.5537 2.4413
O -3.5055 -0.1539 -0.6422 2.4551 -0.8747 3.6675
C -2.2245 -0.6288 -1.1559 3.0054 -3.3755 -0.5125
C -1.8612 -2.1030 -0.7674 0.6254 2.2649 -1.4177
C -0.5288 -2.7964 -1.2180 -0.5477 1.6012 -0.1226
N -0.0764 -4.1608 -0.9354 0.5918 5.1161 -2.3909
S 1.4374 -4.2156 -1.7270 -2.3564 3.7296 0.0772
N 1.5924 -2.6266 -2.3709 -3.1085 0.2542 1.3663
C 0.4088 -1.8407 -2.0569 0.3250 -2.8591 0.7716
C 0.0852 -0.3409 -2.4767 -2.4047 -0.6633 0.9377
C 1.2283 0.4014 -3.3308 0.2415 -1.3796 1.4132
O 0.9360 0.5117 -4.7456 -1.5827 -0.1750 2.9456
O 2.0886 0.9632 -5.3240 2.5762 0.7962 -1.2473
C -1.2710 0.2986 -2.0458 1.6766 -3.5705 0.2937
C -1.6607 1.7839 -2.4763 -0.4724 0.2091 -0.8431
F -1.3328 2.0111 -3.8746 -0.5989 -0.6438 3.1532
F -3.0598 2.0795 -2.3653 3.1912 -1.1259 -0.2601
C -0.8811 2.9496 -1.6638 -1.1017 1.1052 0.6403
F -1.8423 3.5121 -0.7315 2.5653 -1.3731 -1.6725
F 0.2597 2.4917 -0.9398 -2.5870 0.7599 -1.6073
H -2.6037 -2.7079 -0.1281 1.2173 1.2467 -1.1273
H 1.4456 1.3952 -2.8008 -0.4492 -0.9638 -1.1093
H 2.1965 -0.2382 -3.2475 -1.6799 0.9079 0.0274
H 2.6242 1.4853 -4.6797 -0.8843 -0.2894 -0.2954
H -0.6172 3.7958 -2.4110 -0.0794 -1.5064 1.4775
F 4.8867 4.9722 1.9248 0.1303 -0.0498 0.0389
C 3.6824 5.4260 1.5451 -0.7223 0.2676 -0.2243
C 2.7558 4.5395 1.0178 0.0662 -0.1486 -0.0155
C 1.5051 5.0091 0.6286 0.1390 0.3584 0.0976
C 1.1994 6.3621 0.7614 -0.0204 -0.0088 -0.0219
C 2.1396 7.2440 1.2876 -0.0179 -0.3099 -0.0639
C 3.3863 6.7729 1.6871 0.1352 0.0755 0.0586
H 3.0146 3.4919 0.9145 0.0127 0.0622 0.0439
H 0.7708 4.3237 0.2226 0.1527 0.1032 0.1395
H 0.2249 6.7285 0.4535 0.1101 -0.0432 0.0501
H 1.9013 8.2980 1.3866 0.0566 -0.1196 0.0174
H 4.1270 7.4436 2.1070 -0.0118 -0.0743 -0.0321
F 0.4298 -6.5127 1.1263 0.1484 -0.0692 -0.1122
C -0.4401 -6.2616 2.1166 -0.5472 0.1801 0.5917
C -1.2550 -7.2818 2.5826 0.0401 -0.1448 -0.0927
C -2.1535 -7.0222 3.6129 0.1535 0.3351 -0.0507
C -2.2343 -5.7425 4.1580 -0.0456 -0.0398 0.0251
C -1.4144 -4.7243 3.6786 -0.0417 -0.2944 -0.0521
C -0.5080 -4.9861 2.6559 0.1065 0.0990 -0.0965
H -1.1839 -8.2690 2.1406 0.0347 0.0732 0.0081
H -2.7905 -7.8153 3.9904 0.0813 0.0686 -0.0755
H -2.9387 -5.5398 4.9588 0.0887 -0.0163 -0.0992
H -1.4814 -3.7271 4.1013 0.0383 -0.1043 -0.0674
H 0.1440 -4.2079 2.2764 -0.0339 -0.0699 -0.0240
```
Forces are in eV/Å.

Its total energy is -2234.2942 a.u. Its SMILES is N#COc1cc2nsnc2c(COO)c1C(F)(F)C(F)F.Fc1ccccc1.Fc1ccccc1. As for the spin multiplicity: 1. The value obtained for the HOMO energy is -0.3435 hartree. The calculation puts the gap between HOMO and LUMO at 7.074 eV.

Below is a cluster of 10 separate species, C39H57F3O7 in total at a distorted geometry, with properties calculated with wB97M-V/def2-TZVPD.

```
106
Properties=species:S:1:pos:R:3:forces:R:3
F 14.3768 16.1939 24.6653 -0.1160 -1.0670 0.3607
C 13.9085 14.9282 24.9152 -0.1682 0.1593 -0.5737
C 12.5902 14.6589 24.6755 -1.4817 -0.6864 0.4602
C 12.0471 13.3621 24.9266 -0.4593 3.0499 -0.8300
C 12.8350 12.3538 25.3223 1.7739 -1.4638 0.3451
C 14.2027 12.5814 25.5582 -0.4577 2.2561 -0.1277
C 14.7202 13.9118 25.3519 0.5084 -2.2981 0.6771
H 11.9277 15.4618 24.3878 -0.0162 0.0625 -0.1355
H 10.9784 13.2282 24.8459 -0.0532 -0.0243 -0.2901
H 12.3961 11.3686 25.3783 0.1598 -0.1761 0.4321
H 14.8103 11.8251 26.0330 0.2338 -0.0389 -0.3570
H 15.7710 14.0664 25.5475 0.0507 0.2247 0.0167
F 2.7847 12.1146 15.5711 0.0107 -0.4086 0.0928
C 1.9617 12.7559 16.4088 -0.4520 2.8387 0.2629
C 1.1986 12.1232 17.3580 -0.1802 -1.0189 -0.0671
C 0.3190 12.8167 18.1868 0.5263 0.8003 -0.6489
C 0.2536 14.2075 18.0959 0.0415 -0.6228 -0.0742
C 1.0432 14.8839 17.1520 0.2084 -0.5398 0.0716
C 1.8953 14.1842 16.2984 -0.2007 -1.6104 0.5074
H 1.2138 11.0473 17.4501 0.2045 -0.1557 -0.1519
H -0.3010 12.2373 18.8549 -0.0187 0.1787 0.1693
H -0.4268 14.7103 18.7671 0.0487 0.3539 -0.1123
H 1.0262 15.9620 17.0898 -0.1216 0.0688 0.0063
H 2.5225 14.6734 15.5679 -0.0358 0.1016 -0.0311
F 11.6663 4.1123 19.6572 0.0072 -0.0807 -0.0679
C 11.2542 5.1428 20.4203 0.4840 0.0513 0.7647
C 12.1606 5.6959 21.3339 -0.5997 0.3142 -0.9993
C 11.7212 6.8154 22.0352 1.6520 -1.5092 -0.2436
C 10.4528 7.2581 21.8580 -0.6045 1.8822 1.5754
C 9.5272 6.6597 21.0645 -0.0402 -0.7920 -1.3348
C 9.9483 5.5719 20.2958 -0.1044 -0.0392 0.1089
H 13.1884 5.3646 21.3482 -0.0365 -0.1979 0.1652
H 12.4159 7.2792 22.7198 -0.1161 0.2586 0.0336
H 10.2069 8.1374 22.4348 -0.4225 0.1503 -0.0162
H 8.5377 7.0776 20.9515 -0.0815 -0.1270 0.0641
H 9.3095 5.0370 19.6085 -0.1334 0.1069 -0.0559
C 12.5243 11.8498 19.5026 0.1907 -0.8196 -0.1858
C 12.7354 13.3148 19.5695 3.4399 0.3383 0.3476
O 13.9045 13.7219 19.6118 -1.8979 -0.1651 -0.0828
C 11.5705 14.1891 19.6060 -1.1830 0.6020 0.6333
H 12.3191 11.4601 20.4996 -0.1592 0.0747 0.1413
H 13.4736 11.4165 19.1877 -0.1975 -0.1505 -0.1045
H 11.7057 11.5397 18.8530 -0.0160 0.0543 -0.0283
H 11.2786 14.3780 18.5729 -0.3091 0.0863 0.0396
H 11.6968 15.1233 20.1532 0.4987 0.0521 -0.3554
H 10.7850 13.6662 20.1515 -0.3723 -0.0836 -0.3808
C 4.9934 13.9427 20.7496 0.3203 0.1932 0.6924
C 5.4648 12.7573 21.5221 2.8256 -1.5912 3.6514
O 6.3925 12.8620 22.3848 -2.6971 0.1755 -2.8281
C 4.8243 11.3929 21.3362 -0.1303 0.9231 -0.7681
H 3.9237 14.0276 20.5586 0.0536 -0.4026 -0.0394
H 5.5507 13.9372 19.8129 -0.0546 0.3302 -0.0820
H 5.3008 14.7421 21.4238 0.0386 0.4746 -0.5984
H 4.8010 11.2497 20.2559 -0.3610 -0.3152 -0.1363
H 3.8023 11.5251 21.6915 -0.2077 -0.3165 -0.0991
H 5.2942 10.5267 21.8019 0.2006 0.5263 0.2097
C 8.6575 19.2341 22.8034 0.4658 0.0056 -0.4241
C 8.2641 19.5374 24.2163 -0.2750 -1.3545 1.8877
O 7.2649 19.0138 24.7057 1.1305 0.9811 -0.8452
C 9.2020 20.3561 25.1379 -0.8334 -0.1754 -1.3670
H 8.1073 19.9439 22.1857 -0.1590 -0.2729 -0.3398
H 8.4608 18.1908 22.5565 -0.6602 0.1956 -0.0125
H 9.7110 19.3522 22.5498 0.1186 0.4271 0.4270
H 8.5368 20.9873 25.7271 0.4128 -0.0619 0.3058
H 9.9006 20.9412 24.5397 -0.0265 0.1473 0.1541
H 9.7758 19.6405 25.7267 -0.1674 0.0989 0.2131
C 0.4816 5.7391 20.4167 -0.5261 0.9186 0.2065
C -0.8050 5.7598 19.5884 1.0856 -0.3925 -0.2544
O -1.1899 6.8521 19.2637 -1.0138 0.1725 -0.3485
C -1.4589 4.4679 19.0870 -0.0801 0.1938 0.7196
H 1.3355 5.2778 19.9206 -0.2433 -0.6192 0.3802
H 0.2504 5.4702 21.4474 0.3652 -0.9307 -0.0873
H 0.7442 6.7898 20.5404 0.0353 0.0914 -0.2875
H -2.3242 4.7132 18.4713 0.3682 -0.0647 -0.2950
H -1.8344 3.8278 19.8854 -0.0319 0.3065 0.4967
H -0.7249 3.8001 18.6359 0.0459 0.3387 -0.5259
C -2.0628 10.6725 23.8213 0.8011 -1.2496 -0.2090
C -1.1561 11.4798 24.6734 3.3130 0.2277 -1.0924
O 0.0799 11.4722 24.5534 -2.2196 -0.1884 0.0921
C -1.8268 12.2680 25.6927 -0.5016 1.2896 0.5694
H -1.4460 10.0167 23.2069 -0.1278 0.1101 -0.2254
H -2.7802 11.2140 23.2047 -0.0260 0.0689 0.3623
H -2.5281 10.0266 24.5659 -0.7432 -0.1099 -0.2510
H -1.2707 13.1740 25.9333 0.1432 -0.1944 0.1200
H -1.9447 11.6628 26.5915 -0.2955 0.0879 0.0451
H -2.7773 12.5719 25.2541 -0.3294 -0.0459 0.5711
C 8.0521 10.6294 15.8548 0.2672 0.0259 -0.3775
C 8.1440 9.2898 15.1496 -1.1898 -0.2507 0.3486
O 8.6725 8.3137 15.6364 -0.0228 0.6390 -0.3667
C 7.3678 9.2565 13.8335 1.3751 -0.5154 -0.1053
H 8.1701 10.5106 16.9319 0.0183 0.1868 -0.1509
H 7.1451 11.1581 15.5618 -0.3293 -0.2829 0.3608
H 8.8044 11.2928 15.4280 0.4897 -0.0760 0.2480
H 6.3050 9.4581 13.9673 0.1455 0.0179 -0.0075
H 7.5704 8.3060 13.3401 -0.4093 -0.1268 0.1458
H 7.8398 9.9956 13.1862 -0.3573 0.3883 -0.0836
C 5.1217 12.5210 27.8590 -0.1103 -0.3143 -0.2453
C 5.5784 13.7837 28.5087 -1.2185 0.8765 2.2925
O 4.8852 14.3344 29.3733 1.0900 -0.6894 -1.5201
C 6.9718 14.2804 28.1939 -0.9543 0.1263 -0.0793
H 4.0758 12.2757 28.0430 0.0143 0.4295 -0.0299
H 5.6843 11.7062 28.3147 0.3047 -0.1118 -0.1899
H 5.3313 12.5606 26.7901 0.0032 -0.2580 -0.0219
H 7.0608 14.2994 27.1077 0.4516 0.0214 0.0230
H 7.6784 13.5843 28.6458 0.1806 0.0668 -0.1708
H 7.0606 15.2796 28.6202 0.2340 -0.1417 -0.0790
```
Forces are in eV/Å.

Its total energy is -2346.4195 a.u. The energy above the lowest of the compared OMol25 structures with the same formula, charge and spin comes out at 0.0 kcal per mole. Its SMILES is Fc1ccccc1.Fc1ccccc1.Fc1ccccc1.CC(C)=O.CC(C)=O.CC(C)=O.CC(C)=O.CC(C)=O.CC(C)=O.CC(C)=O. As for the spin multiplicity: 1. The value obtained for the HOMO energy is -0.3419 hartree. The calculation puts the gap between HOMO and LUMO at 9.354 eV.

Below is an isolated molecule of C2H4ClN at a distorted geometry, with properties calculated with wB97M-V/def2-TZVPD.

```
8
Properties=species:S:1:pos:R:3:forces:R:3
C -0.6724 0.9814 -0.0013 2.4139 -2.3587 -1.2393
C 1.0096 -0.6502 -0.4138 -0.8420 0.0355 1.1143
N -0.1591 0.2476 -0.8991 1.6982 -1.2496 1.9127
Cl 2.5246 0.2480 0.0780 -0.8173 -0.2384 -0.6342
H -1.4271 1.5690 -0.2309 -3.7990 2.7070 -1.8142
H -0.4356 1.1385 0.9881 1.4350 -0.4473 2.4364
H 1.1772 -1.3375 -1.2075 0.7755 0.0239 -0.9698
H 0.9035 -1.3754 0.4656 -0.8643 1.5275 -0.8058
```
Forces are in eV/Å.

Its total energy is -593.4890 a.u. The energy above the lowest of the compared OMol25 structures with the same formula, charge and spin comes out at 32.7 kcal per mole. Its SMILES is C=NCCl. As for the spin multiplicity: 1. The value obtained for the HOMO energy is -0.3790 hartree. The calculation puts the gap between HOMO and LUMO at 11.011 eV.

Below is a cluster of 12 separate species, H25O12 in total at a distorted geometry, with properties calculated with wB97M-V/def2-TZVPD.

```
37
Properties=species:S:1:pos:R:3:forces:R:3
O -0.0063 1.0767 -1.1570 0.0519 3.5653 -0.1190
H -1.1092 -0.7739 3.0845 -2.6948 -6.9583 3.1775
H 0.7207 4.1628 -1.9890 0.1381 -1.3531 0.1847
O 1.0092 -2.7129 -2.6048 -0.3076 0.5435 -0.5960
H 0.3307 -3.1366 -3.1965 1.0965 1.0968 0.6236
H 1.0202 -1.7191 -2.7456 -0.2721 -1.9880 -0.3981
O 1.2808 1.1614 2.1262 -3.5359 -1.0428 8.4230
H -2.3556 3.2767 -0.6184 1.1162 -0.2771 -0.0490
O 4.6556 -2.0632 0.4737 -2.3815 -3.5939 -0.4455
H 0.3889 1.4147 1.9995 -0.7322 0.5233 -1.2409
H 4.6340 -1.9815 -0.5102 0.0870 -0.3118 1.0408
O -0.9086 -1.0061 -1.9479 -2.4608 -5.0876 -1.1221
H -0.3639 -1.8414 -1.6315 -1.2962 2.0181 -0.3548
H -1.7567 -1.5502 -2.3938 3.0399 2.4052 1.7593
O -1.7431 0.4022 0.2396 1.2461 -0.2100 -1.8735
H 2.7173 -1.0948 0.9328 -0.2906 -1.0791 1.5678
H -1.3352 0.4294 1.1607 -0.6877 -0.5006 -1.1477
O 1.0546 3.2427 -2.1768 -0.2972 2.1034 -0.0436
H 1.4944 3.4204 -3.0112 0.2719 -0.3461 -0.3888
H 0.4964 0.4280 -1.5679 1.6038 -1.3288 -1.5245
O -3.4480 0.2165 1.8744 14.3553 1.4951 12.0883
H -0.1401 1.8539 -1.8000 0.5813 -1.6115 1.2664
H -3.6752 0.9418 2.3929 -0.5486 1.8967 1.4607
O -2.0894 2.4996 -1.2172 -0.3373 1.5891 1.5530
H 1.8093 1.1970 1.4697 4.9949 1.1016 -7.6185
H -2.9722 2.4982 -1.5816 -1.1738 -0.8445 -1.2272
O -0.8776 -0.0585 2.6742 3.4489 7.6891 -0.7281
H -0.3872 0.4342 3.4115 -0.9289 -0.8449 -1.6296
H -1.0824 -0.1378 -0.5304 -2.2776 2.0248 2.2204
O 2.3113 -1.5271 1.7490 -0.4448 3.0442 -0.2960
H 4.0724 -2.9871 0.6691 2.4496 3.9288 -0.8706
H -1.9377 1.4101 -0.1734 0.5165 -2.0909 0.2606
O -0.0685 -2.0421 0.7795 -0.9243 -1.6548 0.0946
H -4.0326 0.0878 1.3876 -14.8437 -3.3781 -12.7116
H -0.4210 -2.9561 1.0301 1.2028 2.0467 -0.3807
H 1.8911 -0.7066 2.2096 0.8962 -1.6954 -0.7811
H 0.8232 -1.8593 1.1887 -0.6614 -0.8742 -0.1738
```
Forces are in eV/Å.

Its total energy is -917.5219 a.u. The energy above the lowest of the compared OMol25 structures with the same formula, charge and spin comes out at 137.0 kcal per mole. As for the spin multiplicity: 2. The value obtained for the HOMO energy (spin up / spin down) is -0.1049 / -0.3786 hartree. The calculation puts the gap between HOMO and LUMO (spin up / spin down) at 2.782 / 10.108 eV.